1.
C36H26FeN3O2S2Se3Te | ωB97M-V with the def2-TZVPD basis set

Element x y z (Å)
Fe (1.778, -0.948, -2.569)
C (-1.407, 6.826, -3.578)
C (-0.814, 5.620, -2.887)
C (-1.372, 4.351, -3.087)
C (-0.862, 3.236, -2.450)
C (0.228, 3.396, -1.601)
C (0.828, 4.627, -1.406)
C (0.291, 5.739, -2.054)
S (0.875, 1.978, -0.765)
O (0.689, 0.848, -1.750)
C (-0.335, 1.732, 0.556)
C (-1.193, 2.785, 0.972)
C (-2.036, 2.605, 2.025)
C (-2.065, 1.377, 2.729)
C (-2.935, 1.171, 3.831)
C (-2.930, -0.009, 4.511)
C (-2.055, -1.052, 4.117)
C (-1.214, -0.887, 3.058)
C (-1.194, 0.338, 2.330)
C (-0.306, 0.541, 1.228)
C (0.646, -0.574, 0.904)
C (1.898, -0.638, 1.593)
C (2.309, 0.383, 2.490)
C (3.532, 0.326, 3.089)
C (4.406, -0.756, 2.837)
C (4.035, -1.753, 1.985)
C (2.775, -1.716, 1.336)
C (2.398, -2.720, 0.409)
C (1.221, -2.641, -0.258)
C (0.345, -1.559, 0.001)
S (-1.082, -1.391, -1.054)
O (-0.488, -1.472, -2.445)
C (-1.843, -2.973, -0.748)
C (-1.724, -3.987, -1.684)
C (-2.330, -5.211, -1.423)
C (-3.057, -5.423, -0.253)
C (-3.738, -6.745, 0.007)
C (-3.169, -4.376, 0.661)
C (-2.574, -3.149, 0.419)
H (-2.438, 6.986, -3.257)
H (-1.421, 6.689, -4.662)
H (-0.839, 7.730, -3.358)
H (-2.216, 4.240, -3.762)
H (-1.282, 2.249, -2.612)
H (1.709, 4.716, -0.778)
H (0.754, 6.709, -1.916)
H (-1.188, 3.730, 0.449)
H (-2.697, 3.407, 2.334)
H (-3.600, 1.976, 4.125)
H (-3.593, -0.155, 5.354)
H (-2.053, -1.986, 4.667)
H (-0.552, -1.692, 2.764)
H (1.648, 1.220, 2.679)
H (3.843, 1.120, 3.755)
H (5.375, -0.787, 3.319)
H (4.706, -2.578, 1.773)
H (3.082, -3.539, 0.216)
H (0.933, -3.407, -0.966)
H (-1.172, -3.805, -2.600)
H (-2.238, -6.016, -2.146)
H (-3.184, -7.569, -0.443)
H (-4.743, -6.751, -0.423)
H (-3.836, -6.939, 1.076)
H (-3.736, -4.523, 1.575)
H (-2.669, -2.340, 1.138)
Se (4.934, -0.226, -4.596)
Se (5.202, -2.222, -3.704)
Te (1.564, -2.136, -4.864)
Se (2.522, 0.172, -4.647)
N (3.261, -0.418, -1.230)
C (3.814, 0.502, -0.757)
N (4.524, 1.422, -0.242)
C (4.151, 2.625, 0.145)
N (3.901, 3.698, 0.515)

## Properties
HOMO (spin up / spin down), Eh: -0.26091 / -0.27917
LUMO (spin up / spin down), eV: -0.3 / -1.5
Molecular weight, g mol⁻¹: 1017.08
E, hartree: -11234.6193
Max |F|, eV Å⁻¹: 1.5
Spin multiplicity: 6
Gap between HOMO and LUMO (spin up / spin down), eV: 6.78 / 6.13

Results of the Mulliken charge analysis, in e, for atoms 1 through 8:
1 Fe 0.80
2 C -1.44
3 C 1.04
4 C -0.73
5 C -0.32
6 C -0.43
7 C -0.29
8 C -0.91



2.
C19H25ClN2W | ωB97M-V with the def2-TZVPD basis set

Element x y z (Å)
C (0.222, 0.628, -5.659)
C (1.614, 1.168, -5.836)
C (-0.006, -0.746, -6.226)
C (-0.894, 1.615, -5.880)
Cl (0.068, 0.361, -3.514)
H (0.018, -0.705, -7.323)
H (-0.977, -1.166, -5.958)
H (0.762, -1.465, -5.934)
H (1.801, 1.387, -6.893)
H (2.389, 0.463, -5.529)
H (1.777, 2.102, -5.295)
H (-0.969, 1.884, -6.937)
H (-0.737, 2.545, -5.330)
H (-1.868, 1.216, -5.588)
C (1.451, -1.107, 0.369)
C (0.855, -2.034, -0.519)
C (1.140, -1.654, -1.843)
H (0.297, -2.885, -0.226)
C (2.094, -0.533, -1.749)
C (2.318, -0.262, -0.371)
H (3.007, 0.470, 0.019)
H (1.458, -1.201, 1.423)
H (0.829, -2.170, -2.732)
H (2.553, -0.010, -2.576)
C (-1.857, 1.264, -0.053)
C (-1.802, 0.054, 0.700)
C (-1.862, -1.050, -0.171)
H (-1.871, -0.025, 1.776)
C (-1.931, -0.572, -1.525)
C (-1.991, 0.908, -1.441)
H (-2.146, 1.579, -2.305)
H (-1.843, 2.293, 0.330)
H (-1.992, -2.082, 0.126)
H (-2.065, -1.160, -2.442)
W (0.120, 0.083, -1.132)
N (3.147, 0.814, 2.655)
C (2.073, 1.566, 2.926)
C (2.193, 2.712, 3.764)
C (1.047, 3.430, 4.095)
C (-0.186, 2.977, 3.623)
C (-0.184, 1.881, 2.762)
N (0.885, 1.163, 2.419)
H (3.073, -0.018, 2.127)
H (3.978, 0.961, 3.233)
H (3.214, 3.008, 4.062)
H (1.116, 4.304, 4.756)
H (-1.128, 3.480, 3.813)
H (-1.137, 1.532, 2.390)

## Properties
HOMO (spin up / spin down), Eh: -0.48140 / -0.48123
LUMO (spin up / spin down), eV: -7.9 / -8.2
Energy relative to the best compared isomer or geometry (same formula, charge and spin), kJ/mol: 66.90
Molecular weight, g mol⁻¹: 500.72
E, hartree: -1375.1229
Charge: +2
Max |F|, eV Å⁻¹: 4.2
Spin multiplicity: 3
Gap between HOMO and LUMO (spin up / spin down), eV: 5.16 / 4.86

Results of the Mulliken charge analysis, in e, for atoms 1 through 8:
1 C 0.95
2 C -1.30
3 C -1.30
4 C -1.31
5 Cl -0.15
6 H 0.43
7 H 0.36
8 H 0.37



3.
C37H73FIrN8O5P3 | ωB97M-V with the def2-TZVPD basis set

Element x y z (Å)
Ir (-0.055, -0.442, -0.405)
N (-0.532, -4.265, 1.064)
C (-1.467, -4.333, 0.047)
C (-1.376, -3.170, -0.648)
N (-0.421, -2.362, -0.057)
C (0.044, -3.032, 0.982)
C (1.026, -2.414, 1.843)
N (1.469, -1.208, 1.584)
C (2.349, -0.908, 2.596)
C (2.425, -1.949, 3.472)
N (1.600, -2.941, 2.963)
H (-0.589, -4.799, 1.912)
H (-2.072, -5.208, -0.107)
H (-1.915, -2.822, -1.508)
H (2.865, 0.037, 2.589)
H (3.016, -2.107, 4.357)
H (1.215, -3.692, 3.508)
C (-3.187, 3.628, 2.686)
C (-3.582, 2.385, 1.899)
C (-5.095, 2.192, 1.943)
C (-3.099, 2.470, 0.458)
O (-2.948, 1.294, 2.613)
P (-2.655, -0.147, 1.921)
O (-3.839, -0.622, 1.172)
O (-1.292, -0.105, 1.295)
O (-2.362, -1.007, 3.264)
C (-3.260, -1.258, 4.351)
C (-2.943, -0.249, 5.450)
C (-4.731, -1.177, 3.958)
C (-2.923, -2.673, 4.810)
H (-3.690, 4.508, 2.280)
H (-2.109, 3.786, 2.634)
H (-3.472, 3.512, 3.733)
H (-5.589, 3.003, 1.403)
H (-5.448, 2.201, 2.978)
H (-5.354, 1.240, 1.484)
H (-3.422, 3.417, 0.019)
H (-3.530, 1.659, -0.128)
H (-2.014, 2.382, 0.370)
H (-3.092, 0.762, 5.070)
H (-1.902, -0.351, 5.761)
H (-3.589, -0.406, 6.317)
H (-5.004, -0.161, 3.677)
H (-5.340, -1.482, 4.812)
H (-4.941, -1.821, 3.106)
H (-1.860, -2.735, 5.054)
H (-3.143, -3.382, 4.011)
H (-3.503, -2.944, 5.695)
F (0.207, 1.534, -0.561)
N (1.350, -0.739, -1.807)
P (2.704, -0.708, -2.452)
N (4.071, -1.017, -1.509)
C (4.035, -0.712, -0.083)
C (5.398, -0.234, 0.396)
C (6.446, -1.349, 0.230)
C (6.062, -2.292, -0.921)
C (5.327, -1.534, -2.020)
N (3.136, 0.751, -3.248)
C (4.022, 1.688, -2.566)
C (4.528, 2.742, -3.544)
C (3.356, 3.500, -4.156)
C (2.389, 2.513, -4.800)
C (1.971, 1.444, -3.798)
N (2.935, -1.813, -3.727)
C (2.184, -3.065, -3.664)
C (1.502, -3.360, -4.994)
C (2.542, -3.563, -6.102)
C (3.773, -2.681, -5.847)
C (3.414, -1.432, -5.051)
H (3.760, -1.608, 0.489)
H (3.263, 0.033, 0.110)
H (5.329, 0.089, 1.437)
H (5.688, 0.646, -0.184)
H (6.536, -1.922, 1.157)
H (7.430, -0.910, 0.038)
H (5.399, -3.080, -0.554)
H (6.948, -2.784, -1.331)
H (5.122, -2.182, -2.873)
H (5.988, -0.726, -2.389)
H (4.858, 1.144, -2.134)
H (3.494, 2.191, -1.737)
H (5.090, 2.239, -4.339)
H (5.214, 3.424, -3.033)
H (3.701, 4.246, -4.879)
H (2.831, 4.039, -3.360)
H (2.874, 2.031, -5.656)
H (1.499, 3.029, -5.172)
H (1.322, 0.710, -4.278)
H (1.387, 1.886, -2.978)
H (1.452, -2.972, -2.860)
H (2.850, -3.907, -3.411)
H (0.855, -2.516, -5.238)
H (0.855, -4.236, -4.898)
H (2.100, -3.324, -7.073)
H (2.846, -4.612, -6.148)
H (4.249, -2.394, -6.788)
H (4.519, -3.240, -5.274)
H (2.674, -0.839, -5.610)
H (4.293, -0.796, -4.944)
C (-0.999, -1.293, -3.826)
C (-1.893, -0.331, -3.050)
C (-3.361, -0.725, -3.285)
C (-1.695, 1.100, -3.593)
C (-1.644, -0.294, -1.559)
H (-1.162, -1.177, -4.905)
H (-1.221, -2.335, -3.574)
H (0.042, -1.109, -3.574)
H (-3.600, -0.704, -4.354)
H (-4.035, -0.040, -2.766)
H (-3.560, -1.731, -2.909)
H (-1.789, 1.131, -4.686)
H (-0.719, 1.479, -3.300)
H (-2.446, 1.768, -3.163)
H (-2.414, 0.300, -1.067)
C (0.712, 4.005, 1.399)
P (1.574, 2.725, 2.333)
C (0.321, 1.801, 3.226)
C (2.497, 3.630, 3.609)
O (2.415, 1.869, 1.468)
H (0.369, 4.829, 2.028)
H (-0.130, 3.549, 0.880)
H (1.402, 4.373, 0.640)
H (-0.382, 2.449, 3.751)
H (0.809, 1.139, 3.944)
H (-0.212, 1.185, 2.499)
H (1.839, 4.270, 4.198)
H (3.264, 4.239, 3.128)
H (2.988, 2.912, 4.268)

## Properties
HOMO (spin up / spin down), Eh: -0.09742 / -0.12660
LUMO (spin up / spin down), eV: 2.0 / 2.0
Molecular weight, g mol⁻¹: 1014.18
E, hartree: -3496.4417
Charge: -1
Max |F|, eV Å⁻¹: 1.0
Spin multiplicity: 2
Gap between HOMO and LUMO (spin up / spin down), eV: 4.66 / 5.46

Results of the Mulliken charge analysis, in e, for atoms 1 through 8:
1 Ir 2.16
2 N 0.00
3 C -1.32
4 C 0.01
5 N -0.06
6 C -0.27
7 C -0.17
8 N 1.15